ORCA calculation (wB97M-V/def2-TZVPD) on a cluster of 12 separate species, C60H90N6O24 in total.

Each atom is followed by the atoms it is bonded to, with distances in Å.
Positions of all 180 atoms, in Å:
1 O -3.55999 2.13716 -8.24523  N2 1.215
2 N -2.47855 2.48157 -7.81042  O1 1.215, O3 1.206, C4 1.551
3 O -1.44581 2.50039 -8.43213  N2 1.206
4 C -2.44814 2.82132 -6.29726  N2 1.551, C5 1.395, C9 1.382
5 C -3.70046 2.92767 -5.69301  C4 1.395, C6 1.384, H10 1.135
6 C -3.63155 3.34893 -4.37626  C5 1.384, C7 1.401, H11 1.076
7 C -2.46497 3.63249 -3.65502  C6 1.401, C8 1.419, H12 1.064
8 C -1.25038 3.61339 -4.38809  C7 1.419, C9 1.405, H13 1.066
9 C -1.23587 3.10809 -5.69870  C4 1.382, C8 1.405, H14 1.112
10 H -4.58885 2.50017 -6.25495  C5 1.135
11 H -4.61877 3.60311 -4.03348  C6 1.076
12 H -2.58991 4.09466 -2.70504  C7 1.064
13 H -0.36054 4.06541 -4.01326  C8 1.066
14 H -0.25005 2.95681 -6.18965  C9 1.112
15 O 2.54252 4.12477 -6.88425  N16 1.258
16 N 3.50557 3.54259 -7.44670  O15 1.258, O17 1.207, C18 1.474
17 O 4.04755 4.01213 -8.41780  N16 1.207
18 C 3.80203 2.19822 -6.92004  N16 1.474, C19 1.386, C23 1.346
19 C 4.94519 1.47984 -7.23199  C18 1.386, C20 1.378, H24 1.099
20 C 5.12612 0.23109 -6.67886  C19 1.378, C21 1.404, H25 1.107
21 C 4.24405 -0.31205 -5.73081  C20 1.404, C22 1.410, H26 1.093
22 C 3.14542 0.50707 -5.39758  C21 1.410, C23 1.378, H27 1.045
23 C 3.00788 1.77555 -5.91868  C18 1.346, C22 1.378, H28 1.093
24 H 5.66675 1.99004 -7.88564  C19 1.099
25 H 5.92753 -0.46399 -6.99378  C20 1.107
26 H 4.26871 -1.33649 -5.35131  C21 1.093
27 H 2.48693 0.25157 -4.62789  C22 1.045
28 H 2.09506 2.28582 -5.60056  C23 1.093
29 O 5.85968 -7.33739 -0.02802  N30 1.219
30 N 5.47796 -6.19093 -0.18976  O29 1.219, O31 1.189, C32 1.505
31 O 6.19850 -5.32169 -0.56318  N30 1.189
32 C 4.05410 -5.90631 0.20668  N30 1.505, C33 1.407, C37 1.395
33 C 3.47540 -6.79436 1.13226  C32 1.407, C34 1.356, H38 1.068
34 C 2.16877 -6.57250 1.42022  C33 1.356, C35 1.358, H39 1.055
35 C 1.47896 -5.54295 0.86474  C34 1.358, C36 1.382, H40 1.112
36 C 2.09453 -4.64166 0.01674  C35 1.382, C37 1.378, H41 1.116
37 C 3.38605 -4.85165 -0.41656  C32 1.395, C36 1.378, H42 1.099
38 H 4.05150 -7.59064 1.55057  C33 1.068
39 H 1.62026 -7.18264 2.08418  C34 1.055
40 H 0.45122 -5.31208 1.22215  C35 1.112
41 H 1.58717 -3.68801 -0.26337  C36 1.116
42 H 3.95941 -4.13529 -1.02174  C37 1.099
43 O 3.09628 0.44349 5.83268  N44 1.222
44 N 2.13729 0.09061 5.16284  O43 1.222, O45 1.223, C46 1.410
45 O 1.26138 -0.55849 5.71657  N44 1.223
46 C 1.96278 0.56079 3.84508  N44 1.410, C47 1.398, C51 1.379
47 C 2.93891 1.35806 3.24011  C46 1.398, C48 1.375, H52 1.133
48 C 2.69771 1.94049 2.01789  C47 1.375, C49 1.388, H53 1.096
49 C 1.44975 1.80241 1.42700  C48 1.388, C50 1.340, H54 1.107
50 C 0.54117 0.97233 1.95771  C49 1.340, C51 1.413, H55 1.084
51 C 0.81471 0.25615 3.14459  C46 1.379, C50 1.413, H56 1.084
52 H 3.88984 1.33214 3.85559  C47 1.133
53 H 3.48906 2.49143 1.49697  C48 1.096
54 H 1.08365 2.49071 0.64178  C49 1.107
55 H -0.44642 0.77950 1.55537  C50 1.084
56 H 0.13408 -0.46435 3.58346  C51 1.084
57 O 1.62232 1.47658 -2.36069  N58 1.200
58 N 1.12846 0.50638 -1.85503  O57 1.200, O59 1.211, C60 1.515
59 O 1.71191 -0.55000 -1.75053  N58 1.211
60 C -0.33096 0.48962 -1.45004  N58 1.515, C61 1.373, C65 1.369
61 C -0.93984 -0.71354 -1.19270  C60 1.373, C62 1.405, H66 1.129
62 C -2.29848 -0.57680 -0.86293  C61 1.405, C63 1.416, H67 1.070
63 C -2.92002 0.66701 -0.59359  C62 1.416, C64 1.391, H68 1.104
64 C -2.16499 1.83403 -0.63847  C63 1.391, C65 1.394, H69 1.067
65 C -0.88247 1.71130 -1.17060  C60 1.369, C64 1.394, H70 1.084
66 H -0.55957 -1.77432 -1.26159  C61 1.129
67 H -2.90172 -1.42933 -0.62829  C62 1.070
68 H -3.90185 0.71304 -0.09166  C63 1.104
69 H -2.53557 2.81190 -0.42525  C64 1.067
70 H -0.24955 2.55453 -1.42323  C65 1.084
71 O -1.95556 -4.93401 -0.47879  N72 1.204
72 N -2.06580 -4.07764 0.36030  O71 1.204, O73 1.210, C74 1.536
73 O -1.35262 -3.10431 0.45222  N72 1.210
74 C -3.06970 -4.31335 1.49880  N72 1.536, C75 1.415, C79 1.434
75 C -2.93889 -3.64196 2.73787  C74 1.415, C76 1.402, H80 1.076
76 C -3.78559 -4.06498 3.77278  C75 1.402, C77 1.390, H81 1.116
77 C -4.78691 -5.00185 3.54245  C76 1.390, C78 1.381, H82 1.066
78 C -4.97253 -5.53810 2.28354  C77 1.381, C79 1.347, H83 1.073
79 C -4.13829 -5.24153 1.26799  C74 1.434, C78 1.347, H84 1.096
80 H -2.14869 -2.94440 2.95241  C75 1.076
81 H -3.49808 -3.70396 4.78895  C76 1.116
82 H -5.49283 -5.15610 4.32614  C77 1.066
83 H -5.71719 -6.29714 2.13907  C78 1.073
84 H -4.27514 -5.77287 0.31946  C79 1.096
85 C -3.20246 -1.71277 7.19131  O86 1.389, H91 1.119, H92 1.092, H93 1.099
86 O -2.45264 -2.55283 6.37785  C85 1.389, C87 1.485
87 C -1.01645 -2.23185 6.57952  O86 1.485, C88 1.526, H94 1.099, H95 1.111
88 C -0.18636 -3.14416 5.68106  C87 1.526, O89 1.412, H96 1.119, H97 1.076
89 O -0.49353 -2.89188 4.32650  C88 1.412, C90 1.381
90 C 0.23287 -3.66120 3.43882  O89 1.381, H98 1.152, H99 1.144, H100 1.097
91 H -3.22389 -0.62413 6.93369  C85 1.119
92 H -2.89948 -1.80715 8.23650  C85 1.092
93 H -4.24098 -2.03634 7.03431  C85 1.099
94 H -0.84138 -2.42921 7.64658  C87 1.099
95 H -0.79764 -1.15859 6.39590  C87 1.111
96 H -0.50321 -4.16788 6.00440  C88 1.119
97 H 0.85526 -3.07933 5.94166  C88 1.076
98 H -0.00779 -4.78138 3.55667  C90 1.152
99 H 1.36437 -3.57911 3.58967  C90 1.144
100 H -0.06686 -3.36963 2.42440  C90 1.097
101 C 3.83565 -2.73989 2.63309  O102 1.371, H107 1.107, H108 1.123, H109 1.134
102 O 4.80951 -2.04886 1.95915  C101 1.371, C103 1.398
103 C 4.26714 -1.57680 0.75996  O102 1.398, C104 1.474, H110 1.128, H111 1.158
104 C 5.25794 -0.80123 -0.00707  C103 1.474, O105 1.418, H112 1.090, H113 1.097
105 O 5.67841 0.39747 0.62377  C104 1.418, C106 1.457
106 C 6.45560 0.30040 1.85278  O105 1.457, H114 1.067, H115 1.103, H116 1.086
107 H 4.05937 -2.73799 3.71674  C101 1.107
108 H 3.76222 -3.81742 2.32420  C101 1.123
109 H 2.77425 -2.38583 2.45084  C101 1.134
110 H 3.27072 -1.06595 0.89645  C103 1.128
111 H 3.94550 -2.52423 0.17716  C103 1.158
112 H 4.81340 -0.42189 -0.92677  C104 1.090
113 H 6.05980 -1.51526 -0.23330  C104 1.097
114 H 6.67971 -0.70485 2.13322  C106 1.067
115 H 5.85933 0.84013 2.60691  C106 1.103
116 H 7.35895 0.87010 1.65817  C106 1.086
117 C 3.78897 4.02429 -0.80676  O118 1.401, H123 1.069, H124 1.130, H125 1.110
118 O 2.99527 4.32160 0.30923  C117 1.401, C119 1.469
119 C 2.04513 5.42347 0.10725  O118 1.469, C120 1.512, H126 1.107, H127 1.120
120 C 1.09115 5.58659 1.26885  C119 1.512, O121 1.442, H128 1.048, H129 1.132
121 O 0.02389 4.62909 1.11247  C120 1.442, C122 1.439
122 C -0.81826 4.53517 2.27497  O121 1.439, H130 1.070, H131 1.086, H132 1.104
123 H 4.60898 4.69887 -0.92642  C117 1.069
124 H 3.23130 3.86497 -1.77637  C117 1.130
125 H 4.24818 3.03533 -0.59955  C117 1.110
126 H 1.45187 5.28145 -0.81591  C119 1.107
127 H 2.69415 6.33200 0.02040  C119 1.120
128 H 0.74882 6.57436 1.19240  C120 1.048
129 H 1.62919 5.38526 2.24423  C120 1.132
130 H -0.98049 5.44832 2.80953  C122 1.070
131 H -0.38949 3.85985 3.00878  C122 1.086
132 H -1.82094 4.18473 1.97250  C122 1.104
133 C -0.87079 -0.45157 -5.39929  O134 1.423, H139 1.117, H140 1.070, H141 1.094
134 O 0.13330 -1.41629 -5.10511  C133 1.423, C135 1.365
135 C -0.27701 -2.63755 -4.65522  O134 1.365, C136 1.502, H142 1.091, H143 1.134
136 C 0.98339 -3.31278 -4.19582  C135 1.502, O137 1.421, H144 1.130, H145 1.132
137 O 1.87441 -3.42608 -5.29743  C136 1.421, C138 1.371
138 C 1.41701 -4.24094 -6.30128  O137 1.371, H146 1.129, H147 1.064, H148 1.107
139 H -1.46570 -0.73296 -6.30161  C133 1.117
140 H -0.36772 0.46902 -5.60798  C133 1.070
141 H -1.56532 -0.34084 -4.56100  C133 1.094
142 H -0.81037 -3.21723 -5.41073  C135 1.091
143 H -1.04313 -2.58118 -3.82107  C135 1.134
144 H 0.63725 -4.28490 -3.73544  C136 1.130
145 H 1.49273 -2.60713 -3.47225  C136 1.132
146 H 0.59261 -3.76435 -6.90795  C138 1.129
147 H 1.04705 -5.15466 -5.90181  C138 1.064
148 H 2.24833 -4.59127 -6.94345  C138 1.107
149 C -2.32361 1.98435 6.63588  O150 1.391, H155 1.128, H156 1.099, H157 1.101
150 O -2.99343 1.32655 5.60898  C149 1.391, C151 1.449
151 C -2.28477 1.33115 4.34516  O150 1.449, C152 1.512, H158 1.105, H159 1.094
152 C -2.82371 0.15550 3.56196  C151 1.512, O153 1.388, H160 1.075, H161 1.122
153 O -4.12670 0.40980 3.15755  C152 1.388, C154 1.430
154 C -4.91580 -0.72117 2.77901  O153 1.430, H162 1.117, H163 1.118, H164 1.115
155 H -2.74764 1.77287 7.65947  C149 1.128
156 H -2.39481 3.06840 6.46886  C149 1.099
157 H -1.27495 1.65022 6.62169  C149 1.101
158 H -1.21805 1.09148 4.50494  C151 1.105
159 H -2.35067 2.28517 3.81478  C151 1.094
160 H -2.74505 -0.66380 4.25345  C152 1.075
161 H -2.11193 -0.04100 2.71710  C152 1.122
162 H -4.61230 -1.13284 1.78602  C154 1.117
163 H -5.93939 -0.28545 2.67020  C154 1.118
164 H -4.87972 -1.58882 3.47769  C154 1.115
165 C -5.70788 2.59542 -0.15064  O166 1.381, H171 1.074, H172 1.076, H173 1.093
166 O -4.98305 3.57763 -0.79569  C165 1.381, C167 1.409
167 C -5.02041 4.79504 -0.08786  O166 1.409, C168 1.459, H174 1.089, H175 1.083
168 C -4.10248 5.75291 -0.69508  C167 1.459, O169 1.431, H176 1.130, H177 1.110
169 O -2.77266 5.30014 -0.42305  C168 1.431, C170 1.425
170 C -1.78211 6.25409 -0.79481  O169 1.425, H178 1.103, H179 1.115, H180 1.091
171 H -6.70868 2.91329 0.07407  C165 1.074
172 H -5.15316 2.29958 0.72244  C165 1.076
173 H -5.78012 1.76562 -0.85823  C165 1.093
174 H -4.78441 4.56849 0.95110  C167 1.089
175 H -6.06100 5.09433 -0.06852  C167 1.083
176 H -4.27868 6.75074 -0.19467  C168 1.130
177 H -4.18869 5.80095 -1.80086  C168 1.110
178 H -0.77818 5.96988 -0.43621  C170 1.103
179 H -2.13663 7.19030 -0.30294  C170 1.115
180 H -1.68143 6.56137 -1.83679  C170 1.091

Properties
- Structure (SMILES): O=[N+]([O-])c1ccccc1.O=[N+]([O-])c1ccccc1.O=[N+]([O-])c1ccccc1.O=[N+]([O-])c1ccccc1.O=[N+]([O-])c1ccccc1.O=[N+]([O-])c1ccccc1.COCCOC.COCCOC.COCCOC.COCCOC.COCCOC.COCCOC
- E_HOMO: -9.45 eV
- E_tot: -4473.617238 a.u.
- Lowest unoccupied orbital energy: -0.8101 eV
- Net charge: 0